(1)
101
Properties=species:S:1:pos:R:3:mulliken_charge:R:1 method="wB97M-V/def2-TZVPD" total_charge=0 relative_energy_kcal_mol=0.0 energy_ha=-3336.76766 homo_lumo_gap_ev=7.314 e_homo_ev=-7.5
Be -0.66773 -0.86701 1.09299 -0.631
C 5.44306 1.55110 1.47279 -1.583
C 5.43308 0.58990 0.27473 2.173
C 6.29584 1.16251 -0.85708 -1.738
C 6.02956 -0.74601 0.71641 -2.152
C 3.99558 0.44237 -0.20498 0.299
C 3.28630 1.55099 -0.65878 -0.749
C 1.95968 1.41692 -1.02091 -1.096
N 1.29604 0.26459 -0.97786 -0.207
C 1.97202 -0.79801 -0.55584 -0.292
C 3.30589 -0.76032 -0.17311 0.197
C 1.22282 -2.08147 -0.56576 0.105
C 1.81283 -3.21489 -1.10988 -0.748
C 1.10604 -4.40249 -1.22687 0.236
C -0.21491 -4.38095 -0.78380 -1.196
C -0.73431 -3.23387 -0.22866 -1.028
N -0.03746 -2.09335 -0.10325 0.458
C 1.70548 -5.67500 -1.80855 2.074
C 0.87069 -6.11583 -3.01872 -1.605
C 3.15302 -5.47864 -2.25676 -2.097
C 1.66602 -6.76852 -0.73065 -1.573
H 6.46010 1.64943 1.85877 0.491
H 4.78900 1.18682 2.26515 0.315
H 5.09274 2.54384 1.18586 0.326
H 7.32770 1.27168 -0.51731 0.473
H 5.94496 2.14494 -1.17489 0.324
H 6.29040 0.50280 -1.72727 0.387
H 7.06279 -0.59375 1.03191 0.440
H 6.03413 -1.47629 -0.09620 0.389
H 5.48347 -1.16702 1.56253 0.395
H 3.74962 2.52738 -0.70978 0.425
H 1.39646 2.27900 -1.36389 0.401
H 3.77429 -1.66234 0.19381 0.739
H 2.82852 -3.13294 -1.46726 0.889
H -0.84770 -5.25564 -0.84533 0.576
H -1.74504 -3.21651 0.15135 0.516
H 0.87216 -5.34811 -3.79459 0.371
H -0.16466 -6.31954 -2.74436 0.331
H 1.29011 -7.03016 -3.44215 0.458
H 3.23609 -4.71822 -3.03557 0.412
H 3.53318 -6.41523 -2.66656 0.424
H 3.79971 -5.19573 -1.42402 0.419
H 0.64492 -6.98281 -0.41311 0.338
H 2.23861 -6.46987 0.14910 0.371
H 2.09744 -7.69086 -1.12352 0.445
S -4.40172 3.46483 -1.49158 -0.186
C -3.18296 2.34349 -0.82581 -0.106
C -2.79054 2.43224 0.49911 -0.618
C -1.92567 1.47315 0.99726 -0.096
N -1.43670 0.48767 0.24322 0.862
C -1.77253 0.43627 -1.04846 -0.248
C -2.63927 1.34184 -1.62139 -1.048
C -5.81285 2.37367 -1.38458 0.357
C -6.15954 1.74179 -0.19951 -0.016
C -7.27467 0.91689 -0.19592 -0.453
N -8.04357 0.70619 -1.26298 -0.658
C -7.70376 1.32771 -2.38876 -0.411
C -6.60142 2.16300 -2.50665 -0.282
H -3.17600 3.20502 1.14812 0.514
H -1.64179 1.46883 2.04318 0.264
H -1.32549 -0.36276 -1.62166 0.400
H -2.90684 1.25744 -2.66536 0.492
H -5.57299 1.85287 0.70229 0.271
H -7.55310 0.39916 0.71500 0.504
H -8.33644 1.14277 -3.25017 0.380
H -6.35990 2.63042 -3.45164 0.403
O 2.29008 0.76014 2.45919 -0.563
C 1.14677 0.41715 2.69851 -0.050
O 0.49214 -0.48438 2.04314 0.582
C 0.40601 1.04043 3.86220 0.202
C -0.81169 0.52902 4.29568 0.237
C -1.48714 1.12616 5.34915 -0.647
C -0.91778 2.23419 5.94718 -0.146
C 0.29475 2.76464 5.53797 -0.660
C 0.95685 2.15463 4.48836 -0.460
N -1.63265 2.88529 7.06308 1.044
O -2.69290 2.40736 7.41058 -0.615
O -1.14553 3.89597 7.53114 -0.626
H -1.24355 -0.33035 3.79919 0.278
H -2.44110 0.74916 5.68642 0.613
H 0.69487 3.63354 6.03818 0.494
H 1.90829 2.52812 4.13552 0.555
C -2.64093 -3.73515 4.25457 -0.745
C -3.94329 -3.71318 3.48582 -0.410
O -3.77041 -3.23437 2.13585 -0.334
P -3.40226 -1.71010 1.80651 -0.152
O -1.88603 -1.58421 1.84881 0.764
Te -4.63707 -0.18636 3.08749 -0.336
O -3.72800 -1.67938 0.23966 -0.088
C -5.07376 -1.81291 -0.26203 -0.096
C -5.28262 -3.19539 -0.83388 -1.447
H -2.80132 -4.20516 5.22609 0.481
H -2.26735 -2.72462 4.42206 -0.013
H -1.88002 -4.30077 3.71468 0.224
H -4.68563 -3.08379 3.98009 0.352
H -4.35342 -4.71493 3.36973 0.344
H -5.18729 -1.04290 -1.02531 0.171
H -5.78129 -1.59650 0.54104 0.246
H -4.56797 -3.39412 -1.63431 0.283
H -6.29074 -3.27323 -1.24430 0.462
H -5.16134 -3.95174 -0.05882 0.228

(2)
102
Properties=species:S:1:pos:R:3:mulliken_charge:R:1 method="wB97M-V/def2-TZVPD" total_charge=+1 energy_ha=-15288.34686 homo_lumo_gap_ev=7.550 e_homo_ev=-10.9
C -1.31139 -0.02937 1.14003 -0.298
O -2.09446 -1.00287 0.37763 -0.293
B -1.59443 -1.11226 -0.99998 0.753
O -2.14456 -0.30190 -2.07941 -0.673
C -0.40792 -2.24565 -1.21801 0.344
O -0.53423 -3.22646 -0.15863 -0.333
C -1.32442 -4.38781 -0.51320 -0.709
C -2.87690 -4.34180 -0.03964 1.325
C -3.73708 -5.09392 -1.22901 -0.818
C -3.18453 -5.18119 1.30747 -1.351
C -2.88718 -4.39425 2.68453 0.808
C -3.66463 -2.99223 2.85666 -0.638
C -1.27033 -4.27470 2.96461 -0.626
N -0.02926 -2.65323 -2.60859 -0.088
C 1.33744 -3.19057 -2.43102 0.325
N 1.88820 -4.32080 -2.92193 -0.284
N 2.11925 -2.30343 -1.53386 -0.462
C 1.01654 -1.54115 -0.81919 0.203
C 1.28546 -0.02759 -1.37901 -0.271
C 0.98299 0.44341 -2.83640 -0.348
C 1.24207 1.89643 -3.42326 -0.773
C 1.91650 2.85690 -2.32990 -0.100
C 2.17431 2.19943 -0.92793 0.131
N 1.88373 0.88336 -0.43459 -0.340
H -2.04379 0.55907 1.82893 0.272
H -0.56908 -0.60987 1.83130 -0.248
H -0.74921 0.67992 0.42874 0.282
H -2.84898 0.24749 -1.62566 0.333
H -1.31611 -4.69076 -1.62011 0.174
H -0.85315 -5.28970 0.05980 0.298
H -3.32556 -3.28789 0.03679 -0.176
H -4.81321 -4.68038 -1.14094 0.016
H -3.71849 -6.25138 -1.07210 -0.006
H -3.36266 -4.83356 -2.28528 0.292
H -2.54473 -6.15723 1.32883 0.243
H -4.28846 -5.52914 1.30704 0.347
H -3.27383 -5.08704 3.54205 0.250
H -4.73730 -3.10103 3.29929 0.303
H -3.06700 -2.38025 3.65182 -0.113
H -3.69947 -2.33196 1.91739 0.050
H -1.05206 -4.73846 4.01381 0.214
H -0.70067 -4.92907 2.20833 0.147
H -0.91082 -3.18548 3.02220 0.021
H -0.68072 -3.26727 -3.13001 0.423
H 2.83649 -4.56328 -2.55355 0.239
H 1.46130 -4.97156 -3.59753 0.288
H 2.60666 -2.85730 -0.80766 0.473
H 1.22872 -1.45652 0.30870 0.420
H 0.50496 -0.32709 -3.55852 0.173
H 0.98738 2.23134 -4.48770 0.361
H 2.21385 3.94766 -2.58855 0.155
H 2.69764 2.91714 -0.14342 0.329
C -3.42908 -5.70463 7.18848 -0.013
Cl -4.00807 -4.17294 6.51526 -0.092
Cl -4.79104 -6.74992 7.61667 -0.116
Cl -2.35434 -6.52184 6.04294 -0.119
H -2.86390 -5.48905 8.09476 0.333
C 5.70612 3.78101 -0.39115 0.697
Cl 6.21893 3.82638 -2.08445 -0.131
Cl 4.48736 2.51796 -0.14548 -0.164
Cl 7.09772 3.52288 0.67328 -0.120
H 5.25754 4.74213 -0.14213 -0.305
C -0.49473 -8.48788 -1.39603 -0.075
Cl -0.29022 -9.70922 -2.65909 -0.110
Cl 0.28950 -6.97053 -1.86403 -0.047
Cl -2.20923 -8.21409 -1.06109 -0.069
H -0.02136 -8.85334 -0.48505 0.324
C -0.07131 0.16901 4.99496 -0.092
Cl -0.65013 1.70093 4.32340 -0.124
Cl -1.43308 -0.87695 5.42324 -0.074
Cl 1.00175 -0.64710 3.84694 -0.101
H 0.49496 0.38373 5.90080 0.403
C 2.21005 4.50056 -7.63018 0.015
Cl 2.46901 5.40217 -9.13014 -0.120
Cl 2.69987 5.46788 -6.23039 -0.070
Cl 0.51461 4.00881 -7.48577 -0.136
H 2.82636 3.60241 -7.65906 0.308
C 2.87635 7.62389 -0.17430 0.139
Cl 4.51127 7.60913 0.49823 -0.112
Cl 2.44637 6.03065 -0.79446 -0.028
Cl 1.70450 8.15219 1.04210 -0.121
H 2.85311 8.33181 -1.00293 0.078
C -7.86874 -3.24868 -2.41314 0.043
Cl -7.46712 -4.66135 -3.40143 -0.120
Cl -9.61581 -2.96922 -2.40828 -0.115
Cl -7.26691 -3.45465 -0.76070 -0.114
H -7.38295 -2.37607 -2.84874 0.278
C 1.38358 9.42218 -3.96594 -0.079
Cl 1.80232 7.73785 -3.61426 -0.032
Cl 0.83721 10.24482 -2.49715 -0.103
Cl 2.76423 10.27018 -4.67710 -0.112
H 0.56728 9.42934 -4.68772 0.347
C 5.24799 10.94697 3.22066 -0.054
Cl 3.98549 10.10841 2.30596 -0.043
Cl 4.92000 10.85879 4.95752 -0.120
Cl 6.83928 10.26392 2.85258 -0.125
H 5.24773 11.99549 2.92417 0.332
C 3.72230 4.93882 3.97940 -0.153
Cl 4.03098 3.81181 2.63752 -0.043
Cl 3.72742 6.64232 3.47826 -0.028
Cl 2.18708 4.53661 4.76413 -0.116
H 4.52288 4.81167 4.70762 0.355